Entry 1:
{
  "formula": "C14H14P",
  "method": "ωB97M-V/def2-TZVPD",
  "relative_energy_kj_mol": 0.0,
  "charge": 1,
  "e_homo_ha": -0.4516,
  "homo_lumo_gap_ev": 8.7,
  "symbols": ["C", "C", "C", "C", "C", "C", "C", "C", "C", "C", "C", "C", "C", "C", "P", "H", "H", "H", "H", "H", "H", "H", "H", "H", "H", "H", "H", "H", "H"],
  "coordinates": [[1.224123, -2.618263, -2.351540], [-1.046910, -1.594593, 3.073543], [1.127312, -1.556089, -3.222307], [-1.297929, -0.248539, 3.306256], [0.786805, -2.554605, -1.007083], [-0.406034, -1.923929, 1.854438], [0.742580, -0.301788, -2.731612], [-1.044446, 0.748427, 2.316741], [0.260298, -1.377842, -0.518553], [-0.215330, -1.040307, 0.838675], [0.438276, -0.285709, -1.355599], [-0.541988, 0.307166, 1.082654], [-1.260922, 2.696667, -0.767452], [1.235874, 2.497773, 0.202233], [-0.157766, 1.419767, -0.244929], [1.417211, -3.507858, -2.827295], [-1.297693, -2.349380, 3.845973], [1.443866, -1.646857, -4.279861], [-1.636332, 0.098019, 4.278919], [0.860451, -3.530756, -0.390417], [-0.147779, -3.050508, 1.772192], [0.709308, 0.661515, -3.386899], [-1.322657, 1.824644, 2.456481], [-2.171264, 2.613983, -0.033841], [-1.548074, 2.690206, -1.826563], [-0.808682, 3.707508, -0.673354], [1.574333, 3.007214, -0.705662], [2.184783, 1.987387, 0.638724], [0.898587, 3.326746, 0.656138]],
  "forces_ev_per_angstrom": [[-1.52, 1.37, 1.11], [0.66, 0.74, -0.44], [0.44, 1.30, -0.63], [0.06, 1.26, -0.10], [0.35, -2.55, -0.07], [-0.58, -3.68, 1.51], [0.02, 1.37, 0.43], [-0.30, -0.90, -0.08], [1.41, 0.92, 0.19], [-0.11, 0.46, -0.21], [-1.66, 3.49, -0.66], [-0.84, 0.94, 0.96], [-2.51, 0.87, 0.63], [3.28, -3.59, -1.91], [3.03, -2.61, -1.33], [0.92, -2.25, -0.38], [0.39, 0.56, -0.74], [-0.40, -0.10, 0.80], [-0.25, -0.21, -0.17], [-0.32, 1.89, -0.98], [-0.35, 2.10, -0.33], [0.13, -2.01, 1.34], [0.42, -1.19, 0.14], [1.33, 0.36, -1.70], [-0.35, -0.61, 0.37], [-0.08, -0.82, 0.41], [0.12, -0.58, -0.53], [-1.98, 0.92, -0.43], [-1.32, 2.53, 2.79]],
  "lowdin_charge": [-0.0522, -0.0323, -0.0771, -0.0591, 0.0056, -0.0160, -0.0633, -0.0408, -0.2032, -0.1926, -0.1196, -0.3007, -0.1974, -0.1836, 1.0648, 0.0873, 0.1306, 0.1285, 0.1115, 0.1524, 0.1519, 0.1455, 0.1277, 0.1105, 0.0673, 0.0700, 0.0672, 0.1175, -0.0006]
}


Entry 2:
{
  "formula": "C4H12",
  "method": "ωB97M-V/def2-TZVPD",
  "smiles": "CC.CC",
  "relative_energy_kj_mol": 107.7,
  "charge": 0,
  "e_homo_ha": -0.4047,
  "homo_lumo_gap_ev": 12.1,
  "symbols": ["C", "C", "H", "H", "H", "H", "H", "H", "C", "C", "H", "H", "H", "H", "H", "H"],
  "coordinates": [[0.496730, -1.293720, 2.312973], [-0.109567, -1.190192, 0.882040], [-0.296500, -1.492868, 3.032484], [1.054585, -2.240985, 2.306138], [1.066412, -0.422522, 2.647875], [0.292977, -0.267263, 0.442937], [-1.217216, -1.225677, 0.877989], [0.169503, -2.159888, 0.439263], [-0.023960, 1.947085, -1.413561], [-0.394359, 0.529202, -1.847489], [0.169279, 1.944569, -0.283444], [0.763312, 2.433893, -1.991832], [-0.921377, 2.598649, -1.338527], [-0.775950, 0.639400, -2.880391], [-0.898109, 0.013664, -1.046476], [0.624240, 0.186652, -2.139978]],
  "forces_ev_per_angstrom": [[-0.89, -0.96, -0.12], [0.11, -0.43, 1.19], [-0.03, 0.29, 0.22], [0.51, 0.69, 0.42], [0.05, -0.35, -0.19], [-0.26, -0.84, -0.41], [0.55, 0.54, 0.10], [0.13, 0.92, -0.80], [-1.64, 0.79, 2.80], [2.48, 1.82, -2.13], [0.74, -0.07, -1.48], [-0.11, -0.13, 0.23], [0.38, -0.10, -0.79], [-1.03, -0.58, 0.80], [-0.32, -0.45, -0.75], [-0.67, -1.11, 0.89]],
  "lowdin_charge": [-0.1635, -0.1710, 0.0521, 0.0582, 0.0615, 0.0345, 0.0724, 0.0712, -0.1986, -0.1841, 0.0734, 0.0618, 0.0606, 0.0706, 0.0250, 0.0758]
}